# 1
This record from the Open Molecules 2025 dataset describes a molecular structure, C5H9N2S. The level of theory is wB97M-V/def2-TZVPD.

Values from the calculation:
Frontier orbital gap (spin up / spin down), eV: 8.013 / 8.014
LUMO (spin up / spin down), eV: -4.19 / -4.19

```
! RIJCOSX wB97M-V def2-TZVPD def2/J DEFGRID3
* xyz 1 1
C -1.737 -0.290 1.086
C -1.181 2.017 0.786
C 0.817 1.077 -0.093
C 1.306 -2.220 0.434
C -0.055 -0.931 -1.689
N -1.749 0.891 1.098
N 0.098 2.107 0.262
S 0.266 -1.084 0.029
H -1.793 -0.873 1.971
H -1.784 2.881 0.795
H 1.907 1.452 -0.081
H 2.092 -2.728 -0.176
H 1.472 -2.467 1.503
H -0.487 -1.876 -2.042
H -0.554 -0.018 -1.946
H 0.946 -1.041 -2.259
H 0.433 3.105 0.324
*
```


# 2
This record from the Open Molecules 2025 dataset describes a molecular structure, CH3O2S. The level of theory is wB97M-V/def2-TZVPD.

Values from the calculation:
Frontier orbital gap, eV: 7.993
LUMO, eV: 4.24

```
! RIJCOSX wB97M-V def2-TZVPD def2/J DEFGRID3
* xyz -1 1
S -0.016 1.764 -1.199
H 1.314 1.606 -1.334
O -0.197 -2.409 1.004
C 0.306 -1.329 0.788
O -0.281 -0.187 0.897
H 1.353 -1.166 0.449
H -0.194 0.706 0.263
*
```


# 3
This record from the Open Molecules 2025 dataset describes 2 unconnected molecules or ions with the total composition C6H17N2. The level of theory is wB97M-V/def2-TZVPD.

Values from the calculation:
Frontier orbital gap (spin up / spin down), eV: 10.448 / 5.642
LUMO (spin up / spin down), eV: -7.44 / -12.25

```
! RIJCOSX wB97M-V def2-TZVPD def2/J DEFGRID3
* xyz 2 2
C 0.414 1.187 -0.344
C 0.533 1.377 -1.871
C 1.964 1.826 -2.202
N 0.210 0.135 -2.577
H 0.482 2.181 0.103
H -0.518 0.754 -0.004
H 1.303 0.651 0.005
H -0.197 2.120 -2.187
H 1.984 2.139 -3.255
H 2.320 2.659 -1.604
H 2.725 1.037 -2.095
H -0.789 -0.091 -2.494
H 0.712 -0.705 -2.263
C -1.390 -0.111 2.435
C -1.091 -1.385 1.710
C -1.931 -2.381 1.461
N 0.312 -1.576 1.259
H -2.454 0.070 2.376
H -1.079 -0.214 3.487
H -0.766 0.720 2.112
H -1.670 -3.283 0.925
H -2.964 -2.232 1.746
H 1.023 -1.139 1.851
H 0.327 -1.171 0.323
H 0.541 -2.568 1.103
*
```


# 4
This record from the Open Molecules 2025 dataset describes 2 unconnected molecules or ions with the total composition C5H15NO. The level of theory is wB97M-V/def2-TZVPD.

Values from the calculation:
Frontier orbital gap, eV: 9.254
SMILES string: CC(C)N(C)C.O
LUMO, eV: 0.72

```
! RIJCOSX wB97M-V def2-TZVPD def2/J DEFGRID3
* xyz 0 1
C -0.163 1.878 0.659
N -0.992 0.694 0.703
C -0.516 -0.205 1.726
C 0.021 -1.141 -0.992
C -1.007 0.097 -0.691
C -2.403 -0.665 -0.757
H -0.650 2.604 -0.007
H -0.003 2.394 1.722
H 0.843 1.458 0.277
H -0.616 0.163 2.684
H 0.457 -0.670 1.488
H -1.149 -1.137 1.583
H -0.010 -1.285 -2.129
H -0.331 -2.053 -0.420
H 1.105 -0.900 -0.792
H -1.069 0.946 -1.470
H -2.741 -1.080 -1.758
H -2.420 -1.477 -0.001
H -3.138 0.028 -0.334
H 4.290 -1.168 -0.816
H 3.294 -0.147 -0.014
O 4.185 -0.290 -0.576
*
```


# 5
This record from the Open Molecules 2025 dataset describes C5H9N3O in the gas phase. The level of theory is wB97M-V/def2-TZVPD.

Values from the calculation:
Frontier orbital gap, eV: 7.938
LUMO, eV: 0.74

```
! RIJCOSX wB97M-V def2-TZVPD def2/J DEFGRID3
* xyz 0 1
C -0.920 -1.616 0.274
N 1.091 -0.503 -0.618
C 1.583 2.118 0.081
C -0.081 -0.419 -0.109
C -0.638 0.935 0.012
N 1.737 -1.691 -0.709
N -2.031 1.026 -0.029
C 0.148 2.041 0.118
O 2.262 1.567 1.046
H 1.724 1.018 1.661
H 1.172 -2.519 -0.883
H 2.535 -1.613 -1.322
H -2.383 1.971 -0.034
H -2.488 0.447 -0.718
H -0.335 3.014 0.112
H -1.823 -1.308 0.792
H -1.206 -2.199 -0.607
H -0.347 -2.272 0.933
*
```


# 6
This record from the Open Molecules 2025 dataset describes 2 unconnected molecules or ions with the total composition C5H10F2O. The level of theory is wB97M-V/def2-TZVPD.

Values from the calculation:
Frontier orbital gap, eV: 9.938
LUMO, eV: 0.92

```
! RIJCOSX wB97M-V def2-TZVPD def2/J DEFGRID3
* xyz 0 1
C 0.137 1.262 -1.504
C -1.324 -0.401 -0.253
C 0.965 -0.519 2.244
C 0.043 0.001 -0.713
C 1.132 0.439 1.093
O 1.632 -0.062 3.395
F 2.405 0.578 0.666
F 0.693 1.688 1.427
H 1.172 1.570 -1.635
H -0.418 2.064 -1.022
H -0.293 1.094 -2.495
H -1.823 0.429 0.241
H -1.926 -0.686 -1.119
H -1.288 -1.251 0.422
H 1.409 -1.481 1.985
H -0.110 -0.646 2.439
H 0.665 -0.813 -1.068
H 1.432 0.873 3.524
*
```


# 7
This record from the Open Molecules 2025 dataset describes 2 unconnected molecules or ions with the total composition H4INSi. The level of theory is wB97M-V/def2-TZVPD.

Values from the calculation:
Frontier orbital gap, eV: 8.695
LUMO, eV: -0.31

```
! RIJCOSX wB97M-V def2-TZVPD def2/J DEFGRID3
* xyz 0 1
N 1.279 0.965 -0.451
Si -0.365 -0.907 0.272
I -2.632 -0.001 -0.222
H 1.473 1.375 0.477
H 0.479 1.412 -0.936
H -0.052 -1.113 1.710
H -0.181 -1.732 -0.851
*
```


In the order shown, the computed maximum force values come out to 0.084; 0.040; 0.068; 0.107; 0.021; 0.084; 0.088 hartree/bohr.
In the order shown, the computed relative energy (zero: lowest compared OMol25 entry of this formula, charge and spin) values come out to 674.7; 40.0; 129.0; 250.4; 451.2; 206.7; 276.2 kJ/mol.